18
Properties=species:S:1:pos:R:3:lowdin_charge:R:1 method="wB97M-V/def2-TZVPD" homo_ev=-9.3 e_above_lowest_ev=4.713
C 0.102 -0.050 -2.278 -0.1045
C -0.561 0.615 -1.082 -0.2241
C 0.077 0.275 0.272 -0.4044
C -1.432 -0.358 2.700 0.1741
C 1.577 0.563 0.399 -0.0537
C -0.221 -1.113 0.674 -0.2580
N -0.420 -2.223 0.954 0.1859
H 1.145 0.256 -2.382 0.0674
H -0.403 0.215 -3.209 0.0732
H 0.078 -1.140 -2.188 0.0785
H -1.625 0.345 -1.047 0.1174
H -0.520 1.705 -1.189 0.1150
H -2.343 -0.958 2.576 -0.0527
H -0.852 -0.924 3.446 -0.0487
H -0.440 0.860 1.032 0.0819
H 1.919 0.303 1.408 0.0861
H 2.174 -0.006 -0.321 0.0781
H 1.746 1.634 0.235 0.0886